# 1
ORCA calculation (ωB97M-V with the def2-TZVPD basis set) on a 2-piece molecular cluster, C5H11BrOSSi overall.

Properties
- Frontier orbital gap: 0.2983 Ha
- Relative energy (zero: lowest compared OMol25 entry of this formula, charge and spin): 49.6 kcal/mol
- E: -96163.0444 eV

Element x y z (Å)
C  -3.694  3.748  -0.308
C  0.343  -2.507  0.645
C  2.014  -0.932  -1.331
C  1.937  0.074  1.741
C  -1.750  0.547  -1.242
O  -4.726  3.656  0.299
Si  0.957  -0.777  0.244
S  -0.733  0.781  0.021
Br  -1.644  -1.097  -2.232
H  -2.704  4.134  0.186
H  0.493  -3.041  1.578
H  -0.688  -2.412  0.427
H  0.685  -3.017  -0.253
H  1.462  -0.755  -2.221
H  2.972  -0.412  -1.424
H  2.146  -1.935  -1.357
H  1.994  -0.725  2.435
H  2.919  0.472  1.718
H  1.335  0.876  2.280
H  -3.316  3.323  -1.206

The computed Mulliken charges, all in e, follow: atom 1 (C): 0.054, atom 2 (C): -0.958, atom 3 (C): -1.094, atom 4 (C): -1.210, atom 5 (C): -0.119, atom 6 (O): -0.408, atom 7 (Si): 0.521, atom 8 (S): 0.027, atom 9 (Br): -0.183, atom 10 (H): 0.125, atom 11 (H): 0.382, atom 12 (H): 0.290, atom 13 (H): 0.292, atom 14 (H): 0.331, atom 15 (H): 0.341, atom 16 (H): 0.383, atom 17 (H): 0.337, atom 18 (H): 0.382, atom 19 (H): 0.279, atom 20 (H): 0.228


# 2
ORCA calculation (ωB97M-V with the def2-TZVPD basis set) on C5H11Cl3CoF2GeO3PSbSe4Te as an isolated structure.

Properties
- Frontier orbital gap (spin up / spin down): 0.2183 / 0.2185 Ha
- Relative energy (zero: lowest compared OMol25 entry of this formula, charge and spin): 8.1 kcal/mol
- E: -433165.8353 eV
- Total charge: -2
- Multiplicity: 2

Element x y z (Å)
Co  -1.871  -0.850  -0.929
Se  -3.837  2.827  -4.775
Sb  -2.232  3.696  -3.225
Se  -1.592  1.347  -1.853
Se  -2.772  5.005  -1.271
Se  -0.047  4.044  -4.211
F  -4.468  -1.533  -1.005
C  -3.474  -1.130  -1.907
F  -3.389  -2.159  -2.842
H  -3.905  -0.283  -2.451
C  1.769  1.359  4.206
C  1.522  1.731  2.763
O  0.688  0.724  2.183
P  0.577  0.623  0.584
O  -0.299  -0.548  0.294
Te  -0.198  2.747  -0.331
O  2.074  0.379  0.097
C  2.626  -0.958  0.254
C  2.595  -1.677  -1.072
H  2.362  2.133  4.697
H  2.304  0.412  4.270
H  0.822  1.255  4.736
H  2.460  1.798  2.206
H  1.008  2.695  2.689
H  2.055  -1.511  1.002
H  3.645  -0.810  0.615
H  1.570  -1.739  -1.436
H  2.964  -2.697  -0.949
H  3.204  -1.156  -1.811
Cl  -3.081  -4.017  1.099
Ge  -1.667  -3.171  -0.394
Cl  -1.663  -4.803  -1.882
Cl  0.251  -3.734  0.647

The computed Mulliken charges, all in e, follow: atom 1 (Co): -0.273, atom 2 (Se): -0.640, atom 3 (Sb): 0.714, atom 4 (Se): 0.045, atom 5 (Se): -0.665, atom 6 (Se): -0.626, atom 7 (F): -0.276, atom 8 (C): 0.241, atom 9 (F): -0.285, atom 10 (H): 0.252, atom 11 (C): -1.266, atom 12 (C): -0.197, atom 13 (O): -0.219, atom 14 (P): 0.014, atom 15 (O): 0.191, atom 16 (Te): 0.119, atom 17 (O): -0.255, atom 18 (C): -0.225, atom 19 (C): -1.008, atom 20 (H): 0.377, atom 21 (H): 0.307, atom 22 (H): 0.290, atom 23 (H): 0.345, atom 24 (H): 0.264, atom 25 (H): 0.293, atom 26 (H): 0.304, atom 27 (H): 0.120, atom 28 (H): 0.328, atom 29 (H): 0.352, atom 30 (Cl): -0.435, atom 31 (Ge): 0.673, atom 32 (Cl): -0.394, atom 33 (Cl): -0.465


> Among the records above, which one has the lowest E?

C5H11Cl3CoF2GeO3PSbSe4Te